{"formula": "C54H89F7N10O32", "method": "wB97M-V/def2-TZVPD", "largest_force_ha_per_bohr": 0.08181, "mol_weight_da": 1523.33, "e_homo_ev": -9.05, "orbital_gap_ha": 0.294, "symbols": ["F", "F", "F", "F", "F", "F", "F", "O", "O", "O", "O", "O", "O", "O", "O", "O", "O", "O", "O", "O", "O", "O", "O", "O", "O", "O", "O", "O", "O", "O", "O", "O", "O", "O", "O", "O", "O", "O", "O", "N", "N", "N", "N", "N", "N", "N", "N", "N", "N", "C", "C", "C", "C", "C", "C", "C", "C", "C", "C", "C", "C", "C", "C", "C", "C", "C", "C", "C", "C", "C", "C", "C", "C", "C", "C", "C", "C", "C", "C", "C", "C", "C", "C", "C", "C", "C", "C", "C", "C", "C", "C", "C", "C", "C", "C", "C", "C", "C", "C", "C", "C", "C", "C", "H", "H", "H", "H", "H", "H", "H", "H", "H", "H", "H", "H", "H", "H", "H", "H", "H", "H", "H", "H", "H", "H", "H", "H", "H", "H", "H", "H", "H", "H", "H", "H", "H", "H", "H", "H", "H", "H", "H", "H", "H", "H", "H", "H", "H", "H", "H", "H", "H", "H", "H", "H", "H", "H", "H", "H", "H", "H", "H", "H", "H", "H", "H", "H", "H", "H", "H", "H", "H", "H", "H", "H", "H", "H", "H", "H", "H", "H", "H", "H", "H", "H", "H", "H", "H", "H", "H", "H", "H"], "positions_angstrom": [[-2.07037, -3.72462, -2.08544], [3.30490, 1.59155, -6.82092], [-3.95719, 8.17174, -1.09628], [-2.63061, -0.57748, 1.61890], [1.84592, -0.39079, 0.14823], [4.20806, 2.23225, 2.00109], [3.19746, -1.88424, -1.90279], [0.12075, -1.81511, -5.13763], [1.43217, -2.11819, -3.32565], [-1.69209, 1.56382, -0.42278], [-0.57165, -5.16126, 0.32280], [-1.69882, 0.02985, 3.50811], [-2.24859, 2.20735, 3.55195], [-4.69798, 5.20195, -1.16119], [-0.60578, 6.46733, -3.63512], [3.02790, 0.96614, 4.59264], [4.38630, 0.20502, 3.01474], [4.83306, 0.06509, -0.02277], [1.62435, -4.68613, -0.21787], [-3.00326, -2.53000, 4.48215], [-1.05958, -0.54919, -0.98986], [-2.77645, 6.26169, -0.79478], [1.36023, 2.62940, -6.12019], [-5.19963, -0.95606, -3.88767], [2.28910, 2.45736, -4.10394], [2.17327, -1.59520, 3.72686], [4.63851, -5.47990, 2.71587], [0.68032, 7.07428, 3.35984], [-3.31449, 4.47019, 0.47907], [4.59704, -0.53113, 5.12619], [-6.78643, 5.83174, 2.14590], [2.04554, -0.69647, -4.86735], [6.95760, -6.06255, -1.90619], [0.11350, 1.84744, -4.41800], [-0.11499, 0.45234, 0.83808], [0.01116, -4.56243, -1.72731], [-0.20667, 1.53271, 4.24292], [-1.69322, 4.61704, -3.48654], [-4.51634, -3.91511, -0.02866], [1.02047, -3.40502, 4.35062], [-5.10724, -3.41377, -2.16135], [5.88895, 0.77450, -1.85127], [-1.27234, 6.83654, 2.26718], [-6.13441, 3.78181, 1.65678], [-0.71462, 5.32711, -3.23461], [5.01603, -3.52718, 3.79894], [-4.11539, 0.95531, -3.77518], [-4.30855, -3.07021, 2.74653], [6.06589, -6.96908, -0.08051], [-1.35259, -4.89840, -1.85546], [1.62174, 5.45095, -2.42451], [-0.18385, 6.32680, 2.95579], [-5.59469, -4.67494, -2.57983], [-1.71374, -5.38014, -0.44533], [-3.60026, 5.26374, -0.41868], [-1.48791, 8.24791, 2.07914], [2.84207, -2.03740, -3.20381], [2.39840, 1.35295, 3.34995], [4.75115, -4.27228, 2.65701], [1.28865, 3.07625, -0.96848], [7.25370, -7.63218, 0.36165], [0.84801, -1.39399, 5.73760], [4.60466, -5.64806, -1.52519], [-2.92353, 0.10264, 2.80395], [0.59212, -0.71248, 0.68062], [-4.15802, -0.35484, -4.02383], [1.17254, 2.21696, -4.81747], [5.08471, 1.99767, -1.84639], [4.98332, -4.20832, 5.05595], [2.76822, 2.75572, -6.34759], [6.70388, -1.24084, -0.70523], [2.47760, 3.78286, -0.93602], [-7.91546, 4.83670, 0.32518], [0.45640, -4.75498, -0.43681], [-0.07363, 4.80954, 3.11191], [5.99502, -6.21202, -1.19455], [5.74973, -0.09360, -0.82966], [2.65861, 4.94059, -1.62866], [0.27500, 3.52648, -1.78036], [-5.51992, -2.62576, 3.42851], [-2.88040, -1.04193, -4.48643], [-4.57851, 6.17375, -2.19198], [1.43233, -4.16132, 3.19728], [1.45591, -2.13801, 4.57157], [3.00987, -0.66525, -3.83792], [0.41351, 4.74359, -2.45913], [-3.11329, -3.03202, 3.35465], [4.02999, 0.17282, 4.30894], [-4.65362, -3.10965, -0.96025], [-2.00465, -3.62376, 2.55343], [-3.45703, 7.06805, -1.70021], [-1.30764, 1.31979, 3.77019], [4.79585, -3.54903, 1.34847], [3.24846, 3.03025, -4.95725], [-6.94745, 4.87596, 1.48568], [-2.92196, 1.84061, -3.79269], [-3.18693, 1.62790, 2.62726], [-0.98898, 0.60249, -0.22551], [-4.23749, -1.65804, -0.82518], [-0.11263, -1.50529, -0.43522], [1.08335, -1.48907, -4.47193], [3.49915, 1.06386, 2.32965], [-6.31814, 2.45959, 1.14960], [0.61827, -1.74303, -1.19355], [-1.86874, -4.68042, 2.67147], [-5.39766, -1.58424, 3.74629], [-2.05755, 6.22517, 2.06399], [-0.67512, 3.00725, -1.84590], [-5.42701, 2.11090, 0.57151], [3.97878, -5.47523, -0.61205], [3.31477, 0.60000, 1.37946], [6.25588, -2.15845, -1.10662], [-7.19706, 2.44594, 0.54070], [6.77152, -1.38493, 0.36528], [2.52300, -4.21671, 3.17294], [-2.19675, -3.52340, 1.48715], [-1.11890, -3.09049, 2.81953], [-1.37592, 8.78942, 3.02152], [2.84976, 0.15280, -3.07554], [5.10262, -2.47908, 1.43987], [-2.24615, 1.75136, -2.93061], [-7.36331, 4.56573, -0.60770], [4.10757, -6.29379, -2.24893], [-0.45601, 4.30579, 2.23015], [2.23092, 2.43217, 3.40244], [0.31529, -3.72389, 5.01411], [-4.62973, -1.05705, -1.63692], [3.52663, 5.55525, -1.56561], [3.21352, 3.45695, -0.22811], [-6.45244, -5.10517, -2.05956], [-2.55630, -4.76175, -0.07124], [4.84929, -3.45062, 5.83265], [1.19232, -0.35191, 5.78555], [6.63567, 0.70271, -2.53260], [-5.10918, -2.70688, -2.88944], [-2.30430, -1.24598, -3.56898], [-4.92150, 1.38417, -3.32293], [5.31868, 2.66774, -0.98966], [5.92522, -4.72380, 5.25109], [4.16004, 2.47987, -4.72993], [7.44515, -8.53834, -0.19697], [-4.60762, -1.27949, 0.12783], [0.93511, 4.64615, 3.43678], [-6.51526, 1.72136, 1.94529], [-2.25204, 1.59203, -4.56467], [-2.48766, 8.31823, 1.61019], [0.98736, -5.15345, 3.27845], [5.22621, 2.58843, -2.75642], [-4.30451, -3.39447, 1.78403], [-5.61280, -3.15348, 4.36953], [-0.76143, 8.67472, 1.36942], [-5.37943, 3.97799, 2.29356], [-8.68419, 4.07805, 0.42839], [4.05042, 1.72204, -1.63664], [-0.71615, 4.47740, 3.92641], [-6.38276, -2.74180, 2.77414], [4.73756, -4.61531, -1.89733], [1.06636, -1.90980, 6.66544], [8.16538, -7.04207, 0.35083], [-4.28942, 5.62922, -3.07428], [-2.26090, -0.47390, -5.20980], [4.96582, -2.52100, 3.83961], [-2.02145, -6.41263, -0.38870], [-4.17978, 2.01259, 2.87289], [3.26957, -2.95726, -3.66739], [-3.12888, -2.03024, -4.91057], [5.26159, -6.91716, 0.53219], [-3.32216, 2.82219, -3.82893], [1.47017, 0.79257, 3.22891], [-0.27003, -1.40218, 5.69995], [-1.43235, -5.58720, -2.70588], [3.95980, -0.44810, -4.40304], [7.11574, -7.90812, 1.43154], [-2.76236, 7.36186, -2.48183], [3.80519, -3.51573, 0.83288], [7.68477, -1.02543, -1.12222], [2.77575, 3.56086, -7.05095], [5.45015, -4.14072, 0.64708], [1.13160, 2.19489, -0.34183], [0.71940, -1.24581, 1.64663], [3.28566, 4.06683, -4.64884], [-4.73649, -5.38682, -2.59379], [-2.99719, 1.92339, 1.58160], [-5.96443, -4.62427, -3.62263], [4.14623, -4.91312, 5.06752], [1.68464, 6.40283, -2.97476], [-8.39389, 5.81477, 0.14274], [-0.72040, -2.36223, -0.13992], [-3.70737, -0.43606, 3.29301], [1.09030, -3.80135, 2.23810], [-3.14770, -1.51467, -0.87929], [-5.53085, 6.71412, -2.26408]], "atomic_forces_ev_per_a": [[0.435, -0.681, -0.366], [-0.237, 0.404, -0.067], [-0.009, 0.299, 0.431], [-0.760, 0.669, 0.117], [-0.494, -0.017, 0.557], [-0.397, -0.185, 0.412], [-0.091, -0.886, -0.039], [1.267, 1.132, 1.432], [-0.359, -0.669, 0.684], [1.376, -1.295, 0.548], [1.582, 0.278, 0.945], [-1.045, 1.366, -0.131], [-0.503, 0.291, -1.035], [0.005, -0.052, 0.458], [0.066, 0.087, 0.228], [-0.915, 0.605, -0.409], [-0.450, 0.438, -0.220], [0.640, -0.161, -0.492], [-0.728, 0.372, 1.077], [0.504, -0.488, -0.648], [1.127, 1.440, 1.341], [-0.137, 0.161, 0.335], [0.770, -1.050, 0.348], [-1.432, -1.375, 0.349], [-1.304, -1.027, 0.085], [-0.022, -0.173, 0.295], [-0.321, -0.829, -0.053], [0.364, 0.258, 0.249], [-0.730, 1.991, -2.001], [-0.510, 0.953, -1.110], [0.382, 3.318, 2.127], [-0.002, 1.471, -0.307], [0.762, 0.432, -0.957], [0.791, -0.200, 0.230], [-1.043, 0.719, -0.988], [-0.517, -0.042, -0.024], [-2.283, 0.097, -0.680], [0.873, 0.547, 0.654], [-0.296, -0.140, -0.229], [-0.502, 0.734, 1.199], [-0.855, 0.516, -0.742], [0.243, 1.067, -0.877], [0.214, -1.378, 0.468], [-0.216, 0.252, 0.247], [-0.404, -1.004, -0.452], [-0.485, -0.734, -1.453], [1.117, 1.634, 0.673], [-0.247, -0.090, -0.241], [-1.070, 0.501, 0.354], [0.594, 0.715, 0.616], [-0.703, 0.025, -0.042], [-0.782, 0.184, -0.808], [0.400, -1.863, -1.284], [-1.757, 0.436, -0.623], [1.098, -2.903, 2.840], [-0.050, 0.020, -0.583], [-0.025, 1.083, 0.266], [0.697, 0.549, -0.108], [1.249, 1.450, 0.967], [-0.202, -0.226, -0.194], [0.250, -0.515, 1.499], [-0.687, 0.060, 0.294], [0.162, 1.043, 1.214], [0.952, 0.052, -0.478], [0.783, -1.571, -0.340], [1.213, 0.313, -0.916], [-1.074, 0.750, -0.499], [0.056, 0.131, 0.897], [-0.136, 0.212, 0.686], [-1.827, 0.136, 0.427], [-0.235, -0.019, 0.161], [0.046, -0.592, 1.272], [0.038, -0.024, -1.249], [0.329, -0.823, -1.827], [-1.142, 1.141, 0.383], [-0.765, -0.359, 0.223], [-1.006, -0.069, 0.632], [-1.012, 1.199, -1.393], [-1.274, 0.684, -0.455], [0.888, 0.296, -0.101], [-0.018, -0.233, 0.104], [-0.540, 0.330, 0.079], [0.178, -0.804, 0.353], [-0.660, 0.483, -1.384], [2.540, 0.986, -0.903], [0.831, -0.057, 0.050], [-1.044, 0.347, 1.122], [1.638, -2.065, 1.856], [0.886, 0.812, 0.428], [-0.011, 0.446, -0.584], [0.119, -0.097, -1.236], [3.261, -1.008, 1.922], [-0.270, 0.748, -1.347], [1.229, -0.161, 0.887], [-0.056, -2.733, -2.210], [-0.592, -1.314, 1.242], [-0.118, -0.384, -0.554], [-1.581, -0.252, -0.646], [0.152, 0.108, 0.059], [-0.758, 0.587, 0.061], [-2.576, -2.513, -1.904], [0.931, -0.007, -0.090], [0.835, -0.690, 0.076], [-0.002, -0.312, -0.122], [0.035, -0.588, 0.627], [-0.246, 0.053, -0.254], [0.484, 0.051, 0.023], [0.167, 0.082, 0.053], [-0.686, 0.254, 0.207], [0.384, -0.693, -0.771], [-0.608, -0.072, -0.078], [0.224, 0.242, -0.143], [-0.320, -0.102, -0.623], [0.333, -0.181, 0.175], [-0.389, -0.190, -0.056], [-0.074, 0.393, -0.015], [0.806, 0.150, 0.099], [-0.339, 0.064, -0.125], [-0.135, -0.979, -0.728], [-0.018, -0.918, -0.050], [-0.703, -0.084, 0.345], [-0.270, 0.175, 0.668], [-0.020, 0.168, 0.037], [0.504, -0.259, -0.252], [-0.247, -0.266, -0.079], [0.377, -0.244, -0.618], [-0.306, 0.054, 0.016], [0.731, 0.010, 0.232], [0.488, -0.126, 0.135], [0.334, 0.255, 0.643], [0.478, -0.413, -0.235], [-0.047, -0.176, -0.012], [0.001, -0.524, -0.113], [-0.129, -0.142, 0.495], [-0.034, 0.436, 0.284], [0.158, 0.191, -0.354], [0.148, -0.618, -0.353], [0.286, -0.478, -0.401], [-0.116, -0.221, -0.001], [0.322, 0.445, -0.292], [0.034, -0.250, -0.235], [0.158, 0.015, -0.013], [0.514, -0.515, -0.358], [0.153, 0.215, -0.055], [0.300, 0.062, -1.516], [0.449, 0.433, 0.529], [0.330, -0.117, 0.112], [-0.145, -0.407, 0.059], [-0.574, -0.004, -0.062], [-0.316, -0.387, 0.057], [-0.127, -0.156, 0.212], [0.021, -0.111, 0.078], [-0.206, -0.058, 0.179], [-0.072, 0.064, -0.564], [-0.086, 0.082, 0.142], [0.094, -0.053, 0.153], [0.026, -0.615, -0.332], [0.330, -0.022, 0.287], [-0.122, 0.439, -0.364], [-0.052, 0.138, -0.629], [-0.394, -0.286, 0.607], [-0.072, 0.103, -0.394], [0.159, -0.424, -0.049], [0.133, -0.554, 0.275], [0.108, 0.802, 0.495], [-0.007, 0.571, 0.111], [0.329, -0.131, 0.135], [0.131, 0.942, -0.327], [0.481, 0.099, -0.115], [0.781, 0.012, -0.391], [-0.424, 0.384, 0.252], [-0.630, -0.446, 1.003], [-0.047, 0.061, -0.744], [0.050, 0.217, 0.009], [0.481, -0.206, 0.626], [-0.011, -0.197, -0.141], [0.936, 0.232, -0.679], [-0.371, 0.792, 0.829], [0.237, 0.314, -0.301], [0.168, 0.525, -0.526], [0.423, 0.397, -0.476], [-0.790, 0.019, 0.146], [0.353, 0.042, 0.412], [0.448, 0.318, 0.435], [0.227, -0.050, 0.193], [0.128, -0.568, 0.438], [0.314, -0.459, 0.455], [0.331, 0.040, 0.290], [-0.232, -0.443, 0.347], [-0.159, 0.675, -0.191], [-0.329, -0.391, 0.296], [0.361, -0.181, -0.245]], "lowdin_charge": [0.038, 0.080, 0.082, 0.042, 0.030, 0.016, 0.067, 0.154, 0.102, 0.131, 0.063, 0.121, 0.102, 0.080, 0.074, 0.088, 0.127, 0.030, 0.170, 0.021, 0.046, 0.136, 0.130, 0.002, 0.045, 0.035, 0.025, 0.045, 0.113, 0.113, 0.090, 0.081, 0.042, 0.175, 0.106, 0.102, 0.131, 0.057, -0.016, 0.020, 0.025, 0.024, -0.011, 0.003, -0.315, 0.022, 0.051, 0.021, 0.003, -0.233, 0.006, -0.529, -0.073, -0.068, -0.521, -0.090, -0.270, -0.036, -0.570, -0.027, -0.084, 0.023, -0.005, -0.222, -0.261, -0.580, -0.524, -0.073, -0.088, -0.270, 0.017, -0.080, -0.008, -0.532, 0.010, -0.581, -0.534, -0.059, 0.001, -0.049, 0.013, -0.031, -0.061, -0.486, -0.058, -0.121, -0.557, -0.607, -0.523, 0.016, -0.318, -0.524, 0.011, -0.069, -0.587, -0.049, -0.007, -0.485, 0.031, -0.009, -0.550, -0.261, -0.099, 0.111, 0.095, 0.067, 0.110, 0.092, 0.091, 0.055, 0.105, 0.086, 0.064, 0.079, 0.062, 0.055, 0.062, 0.084, 0.149, 0.075, 0.067, 0.084, 0.084, 0.073, 0.135, 0.145, 0.058, 0.107, 0.096, 0.089, 0.105, 0.086, 0.081, 0.138, 0.100, 0.078, 0.145, 0.098, 0.085, 0.128, 0.078, 0.080, 0.070, 0.084, 0.044, 0.083, 0.102, 0.076, 0.078, 0.084, 0.086, 0.123, 0.072, 0.059, 0.077, 0.089, 0.071, 0.081, 0.082, 0.128, 0.085, 0.102, 0.144, 0.120, 0.192, 0.094, 0.119, 0.059, 0.096, 0.095, 0.176, 0.159, 0.097, 0.155, 0.083, 0.083, 0.165, 0.086, 0.105, 0.168, 0.140, 0.091, 0.117, 0.097, 0.082, 0.126, 0.091, 0.122, 0.124, 0.052, 0.071, 0.154]}